Entry from the OMol25 dataset: a structure of composition CH5O2Yb (ωB97M-V with the def2-TZVPD basis set).

The geometry in XYZ format:
```
9
Properties=species:S:1:pos:R:3:forces:R:3:lowdin_spin:R:1
O -0.2588 1.7495 0.1876 2.49 -0.47 -1.26 0.113
Yb -0.5395 3.8070 0.7062 0.09 -1.03 -0.25 0.872
H 0.4941 1.1650 -0.2871 -2.76 1.79 1.62 0.004
C -0.3843 -1.1294 -0.0250 2.82 -1.77 -1.22 0.003
H -0.3202 -1.0912 1.0741 -0.55 1.05 -0.66 0.001
H -1.2810 -0.9038 -0.6163 0.58 1.19 0.72 0.001
H -0.3191 -2.2133 -0.2141 0.27 0.06 -0.02 0.000
O 0.9360 -0.5644 -0.6932 -2.80 -0.63 0.85 0.005
H 1.6727 -0.8194 -0.1322 -0.13 -0.19 0.22 0.001
```
Forces are in eV/Å.

Values from the calculation:
HOMO-LUMO gap (alpha / beta) ... 5.70 / 7.22 eV
<S²> ... 0.75
Spin multiplicity ... 2
HOMO level (alpha / beta) ... -5.40 / -7.55 eV
Electronic energy ... -1350.14886 Ha

=====

Entry from the OMol25 dataset: a structure of composition C15H29Cl2N4OSiV (ωB97M-V with the def2-TZVPD basis set).

The geometry in XYZ format:
```
53
Properties=species:S:1:pos:R:3:forces:R:3:lowdin_spin:R:1
V 0.7188 1.0638 -0.1603 -0.70 0.62 0.06 0.983
C 3.0980 -1.3041 1.5377 0.07 -0.06 -0.04 0.002
C 1.7953 -0.9204 2.1750 -0.05 0.08 -0.09 -0.001
C 1.4280 -1.3731 3.4319 0.04 -0.05 0.00 -0.001
C 0.2153 -0.9600 3.9659 -0.07 0.01 0.05 -0.001
C -0.6187 -0.1135 3.2579 -0.06 0.01 0.10 0.002
C -0.2069 0.3059 1.9951 -0.19 0.23 -0.49 0.009
N 0.9914 -0.1018 1.4887 -0.04 -0.46 0.70 0.003
N -0.8443 1.1199 1.0714 0.71 -0.42 0.32 -0.001
Si -2.2307 2.1330 1.4111 0.27 -0.31 -0.16 -0.001
C -3.7290 1.1054 1.7280 -0.37 -0.25 0.00 0.000
C -1.9020 3.2125 2.8700 0.15 0.29 0.36 0.000
C -2.4951 3.1748 -0.0980 -0.05 0.24 -0.28 0.000
H 3.9286 -0.7571 1.9881 -0.02 0.02 0.02 0.000
H 3.0911 -1.0874 0.4702 -0.06 0.03 -0.01 0.001
H 3.3015 -2.3669 1.6686 -0.01 0.01 0.04 0.000
H 2.0807 -2.0401 3.9775 -0.01 0.00 -0.01 0.000
H -0.0865 -1.3108 4.9451 0.00 0.01 -0.01 0.000
H -1.5709 0.2036 3.6596 0.03 0.00 0.00 0.000
H -3.6529 0.5113 2.6413 -0.01 0.00 -0.04 0.000
H -3.9122 0.4212 0.8949 -0.05 0.00 0.04 0.000
H -4.6054 1.7519 1.8288 0.00 -0.06 0.01 0.000
H -1.8896 2.6513 3.8071 0.03 0.04 -0.02 0.000
H -2.6726 3.9836 2.9613 0.04 -0.03 0.00 0.000
H -0.9340 3.7134 2.7661 -0.07 0.02 0.06 0.000
H -2.2742 2.6223 -1.0137 -0.04 0.02 0.00 0.000
H -1.8791 4.0802 -0.0811 -0.01 -0.07 -0.04 0.000
H -3.5373 3.5006 -0.1544 0.05 0.02 0.00 0.000
Cl 1.7686 3.0649 0.7201 0.22 0.33 -0.36 -0.007
C 1.4274 4.0204 -0.7888 -0.13 -0.52 0.04 -0.013
Cl 0.6103 2.8196 -1.8757 0.15 0.58 -0.01 0.002
H 2.3551 4.3546 -1.2368 0.03 -0.02 0.00 -0.001
H 0.7454 4.8308 -0.5616 -0.05 -0.03 0.03 0.000
C -1.1431 -1.9925 -0.6591 0.02 -0.05 -0.13 0.000
N -0.3774 -2.2007 -1.8862 -0.15 -0.22 -0.03 0.004
C -1.0504 -2.9635 -2.9361 -0.07 0.15 0.06 0.000
C 0.6997 -1.4405 -2.1300 -0.05 0.60 0.48 0.004
O 0.9150 -0.3995 -1.4387 0.15 -0.56 -0.49 0.009
N 1.5451 -1.7606 -3.1232 0.20 -0.28 -0.21 0.004
C 2.5891 -0.8152 -3.4943 0.00 -0.04 -0.04 0.000
C 1.8056 -3.1563 -3.4788 0.12 0.06 0.07 0.000
H -1.6446 -2.9262 -0.4108 -0.02 0.00 -0.01 0.000
H -1.8897 -1.2072 -0.7876 -0.03 0.03 0.02 0.000
H -0.4853 -1.7253 0.1607 0.06 0.02 0.01 0.000
H -2.0931 -2.6464 -2.9719 -0.02 -0.03 -0.01 0.000
H -1.0171 -4.0354 -2.7414 -0.02 -0.01 0.02 0.000
H -0.5987 -2.7605 -3.9028 -0.08 0.01 0.03 0.000
H 2.2139 0.2029 -3.4520 -0.02 -0.01 0.02 0.000
H 2.8986 -1.0295 -4.5158 -0.01 -0.01 0.00 0.000
H 3.4600 -0.9055 -2.8405 0.01 0.01 0.02 0.000
H 1.2198 -3.8204 -2.8509 0.10 0.00 -0.03 0.000
H 2.8615 -3.3705 -3.3063 0.01 0.00 -0.01 0.000
H 1.5771 -3.3567 -4.5250 -0.01 0.03 -0.03 0.000
```
Forces are in eV/Å.

Values from the calculation:
HOMO-LUMO gap (alpha / beta) ... 7.58 / 6.92 eV
<S²> ... 0.76
Net charge ... +1
Spin multiplicity ... 2
HOMO level (alpha / beta) ... -9.92 / -9.27 eV
Electronic energy ... -3036.97684 Ha

=====

Entry from the OMol25 dataset: a structure of composition C2CoF3NO4S2 (ωB97M-V with the def2-TZVPD basis set).

The geometry in XYZ format:
```
13
Properties=species:S:1:pos:R:3:forces:R:3:lowdin_spin:R:1
Co 1.1600 1.0486 0.2738 -1.76 -0.25 1.03 2.751
N 2.1147 -0.8515 0.2731 1.17 1.50 -0.26 0.097
S 3.3373 -0.1756 -0.7784 -1.94 2.54 1.45 0.530
O 2.8395 1.3507 -0.5836 2.03 -3.67 -1.11 0.385
S -1.2883 0.9099 1.0766 -0.38 -0.84 -0.04 0.025
O -0.5138 2.0436 0.3716 0.40 -0.34 0.26 0.060
O -0.3132 -0.3035 1.0548 -0.02 1.77 -0.14 0.074
C -2.3926 0.3667 -0.3472 -0.59 0.12 0.00 0.002
F -3.5822 0.9326 -0.1932 0.05 0.13 0.03 0.000
F -1.8741 0.7294 -1.5044 0.30 0.14 -0.24 0.000
F -2.5283 -0.9439 -0.3333 0.03 -0.32 0.17 0.002
O 1.4009 -3.1207 0.2655 -0.12 3.18 1.54 0.042
C 1.6401 -1.9861 0.4245 0.84 -3.96 -2.70 0.032
```
Forces are in eV/Å.

Values from the calculation:
HOMO-LUMO gap (alpha / beta) ... 7.93 / 6.09 eV
<S²> ... 6.01
Net charge ... +1
Spin multiplicity ... 5
HOMO level (alpha / beta) ... -14.21 / -14.12 eV
Electronic energy ... -2910.31294 Ha

=====

Entry from the OMol25 dataset: a structure of composition C12H18N4OPdSe2Te2 (ωB97M-V with the def2-TZVPD basis set).

The geometry in XYZ format:
```
40
Properties=species:S:1:pos:R:3:forces:R:3:lowdin_charge:R:1
Pd 1.0727 2.3320 -0.2807 0.32 0.50 -0.10 0.494
Se 3.6241 2.0853 -0.1775 -0.98 0.21 -0.05 0.127
Te 5.0621 4.0464 -0.2811 -1.57 1.21 0.03 0.551
Te 3.2417 6.1506 -0.2460 1.06 -1.66 -0.01 0.513
Se 1.0916 5.0249 -0.3050 -0.11 -1.54 0.03 0.015
N -3.2252 2.8419 -0.7564 0.21 0.25 -0.14 0.160
C -1.9342 3.1499 -0.9599 0.24 0.30 -0.25 -0.150
N -1.1155 2.3027 -0.3680 1.39 0.49 -0.08 -0.007
C -1.9144 1.3900 0.2838 -0.65 -0.49 0.33 -0.225
C -1.5656 0.3059 1.0857 -0.03 0.09 -0.04 -0.005
C -2.5970 -0.4472 1.6104 0.24 0.10 -0.05 -0.055
C -3.9342 -0.1296 1.3500 -0.13 0.26 -0.21 -0.051
C -4.2946 0.9536 0.5698 0.03 -0.09 0.08 0.015
C -3.2645 1.7189 0.0378 0.70 -0.68 0.44 -0.171
H -4.0203 3.3510 -1.1174 0.15 -0.02 0.00 0.185
H -1.6001 3.9957 -1.5376 -0.15 0.03 -0.10 0.120
H -0.5180 0.1101 1.2831 -0.08 -0.16 0.05 0.086
H -2.3883 -1.2933 2.2460 0.10 -0.07 0.05 0.111
H -4.7083 -0.7454 1.7759 -0.12 -0.07 0.07 0.117
H -5.3294 1.1918 0.3940 -0.18 0.04 -0.05 0.123
C 1.2166 -3.1164 -1.8170 -0.10 -0.72 0.10 -0.036
N 1.3089 -1.7224 -1.4576 0.13 0.51 0.62 -0.103
C 1.2165 -0.7446 -2.5247 -0.02 0.65 -0.12 -0.032
C 1.5276 -1.1780 -0.2310 -0.52 -1.21 -0.19 -0.460
O 1.7055 0.0655 -0.1906 -0.01 2.15 0.02 -0.268
N 1.5871 -1.8630 0.9409 0.14 0.65 -0.61 -0.106
C 1.8920 -1.1042 2.1396 0.20 0.33 0.30 -0.038
C 1.2610 -3.2330 1.2502 -0.24 -0.64 0.16 -0.029
H 1.2059 -3.2071 -2.9013 0.04 0.10 0.10 0.095
H 0.2885 -3.5635 -1.4480 0.14 -0.05 -0.07 0.101
H 2.0787 -3.6815 -1.4561 -0.10 0.01 -0.02 0.104
H 1.0764 -1.2411 -3.4791 -0.05 -0.04 0.07 0.096
H 2.1284 -0.1404 -2.5615 -0.13 -0.10 -0.17 0.089
H 0.3757 -0.0627 -2.3358 0.11 -0.12 -0.22 0.087
H 2.0633 -0.0545 1.9028 -0.07 -0.29 0.13 0.070
H 2.7883 -1.5051 2.6117 0.04 -0.06 0.03 0.105
H 1.0731 -1.1896 2.8555 -0.06 0.01 0.02 0.099
H 1.1404 -3.8673 0.3859 0.00 0.07 0.00 0.061
H 0.3357 -3.2645 1.8343 0.01 -0.01 -0.06 0.103
H 2.0471 -3.6625 1.8748 0.03 0.05 -0.08 0.107
```
Forces are in eV/Å.

Values from the calculation:
HOMO-LUMO gap (alpha / beta) ... 4.43 / 4.43 eV
Net charge ... +2
HOMO level (alpha / beta) ... -14.15 / -14.15 eV
Electronic energy ... -6228.56783 Ha